Entry 1:
Computed, not measured: a cluster of 2 separate species, C6H12N2 in total, with the ωB97M-V functional and the def2-TZVPD basis.

ORCA input file:
```
! wB97M-V def2-TZVPD RIJCOSX def2/J DEFGRID3
* xyz 0 1
C 1.7832 1.4916 -1.4615
C 2.6902 0.3795 -1.9945
H 0.7530 1.2890 -1.7667
H 1.8118 1.5151 -0.3739
H 2.0428 2.4609 -1.8795
H 3.7134 0.7519 -2.0582
H 2.4344 0.1489 -3.0325
H 2.6613 -0.5330 -1.4376
C -0.0044 0.2465 2.5582
C -1.1671 -1.4870 -0.3303
C -0.6425 -0.1512 1.2624
C -1.4033 0.5738 0.4045
N -0.5335 -1.4579 0.8038
N -1.8282 -0.3031 -0.5915
H -1.4567 -2.3789 -0.8701
H -1.8568 0.0438 -1.5404
H -1.6099 1.6290 0.3547
H 0.3048 -0.6315 3.1088
H -0.7098 0.8495 3.1194
H 0.8827 0.8550 2.3708
*
```

Calculated values
Structure (SMILES): Cc1c[nH]cn1.CC
Largest force on an atom: 1.49 eV/A
Relative energy (zero: lowest compared OMol25 entry of this formula, charge and spin): 7.1 kcal/mol
M: 112.18 g mol⁻¹
HOMO-LUMO gap: 9.62 eV

***

Entry 2:
Computed, not measured: a structure of composition C6H12N2O, with the ωB97M-V functional and the def2-TZVPD basis.

ORCA input file:
```
! wB97M-V def2-TZVPD RIJCOSX def2/J DEFGRID3
* xyz 0 1
C -1.0005 1.4037 -0.5334
C -1.7490 -0.7930 -1.1363
C 2.2521 0.9098 0.2040
N -0.6200 -0.0183 -0.6133
C 0.9287 -1.2328 -0.4986
C -0.0312 -0.5494 0.6209
N -0.7841 -0.7286 1.7959
C 1.4827 -0.3571 0.5598
O 1.2104 -2.0945 -1.2760
H -0.9616 -1.6852 2.0637
H -0.7726 0.0403 2.4575
H 2.0182 -0.9053 1.3378
H -1.8807 1.5362 0.1046
H -0.2172 2.0031 -0.0813
H -1.4857 -1.8438 -1.2200
H -2.6192 -0.7373 -0.4749
H -2.0023 -0.4223 -2.1295
H -1.2187 1.7772 -1.5339
H 3.2278 0.8606 0.6914
H 2.4174 0.9900 -0.8700
H 1.8055 1.8466 0.5316
*
```

Calculated values
Largest force on an atom: 3.40 eV/A
Relative energy (zero: lowest compared OMol25 entry of this formula, charge and spin): 86.1 kcal/mol
M: 128.17 g mol⁻¹
HOMO-LUMO gap: 8.73 eV

***

Entry 3:
Computed, not measured: the molecule C6H12N2O, with the ωB97M-V functional and the def2-TZVPD basis.

ORCA input file:
```
! wB97M-V def2-TZVPD RIJCOSX def2/J DEFGRID3
* xyz 0 1
C 0.5813 -0.4151 0.9000
C -1.1189 0.8737 -0.1648
C -1.6170 -1.4305 1.0589
C -0.5328 -1.2436 -1.2031
C 3.6067 1.1803 0.1451
C -0.7103 -0.5794 0.1283
N 1.6986 -0.1609 0.4473
N 2.9184 -0.1184 0.0504
O 3.5176 -1.1442 -0.3152
H -2.0644 0.9967 -0.6433
H -1.2666 1.5149 0.6227
H -0.5110 1.3786 -0.8617
H -2.3446 -0.6756 1.6233
H -2.2002 -2.1509 0.4877
H -1.0414 -1.9692 1.8277
H 0.0955 -0.6004 -1.7405
H -0.2084 -2.1994 -1.0857
H -1.5442 -1.1567 -1.8202
H 3.9729 1.4942 -0.8561
H 2.9540 1.8157 0.6452
H 4.6678 0.9996 0.5279
*
```

Calculated values
Largest force on an atom: 4.39 eV/A
Relative energy (zero: lowest compared OMol25 entry of this formula, charge and spin): 154.7 kcal/mol
M: 128.17 g mol⁻¹
HOMO-LUMO gap (alpha / beta): 7.89 / 7.89 eV

***

Entry 4:
Computed, not measured: a cluster of 3 separate species, C6H12N2O in total, with the ωB97M-V functional and the def2-TZVPD basis.

ORCA input file:
```
! wB97M-V def2-TZVPD RIJCOSX def2/J DEFGRID3
* xyz 0 1
C 1.6682 0.1458 -1.0878
C 2.4964 -0.8725 -0.7673
C 1.9065 1.5704 -0.7289
O 0.6805 -0.5005 1.3525
H 0.9574 -0.0545 2.1572
H 0.7447 -0.0559 -1.6182
H 1.5262 -0.7625 0.7350
H 3.4554 -0.6755 -0.3070
H 2.3667 -1.8492 -1.2077
H 2.2024 2.1135 -1.6265
H 2.6999 1.6714 0.0108
H 0.9899 2.0259 -0.3508
C -2.2038 -1.4713 0.3325
C -2.6041 -0.0538 0.5605
N -3.4417 0.2680 1.4535
C -1.9895 0.9239 -0.3056
N -1.5696 1.7472 -0.9883
H -3.6142 1.2694 1.5301
H -2.8698 -2.1288 0.8824
H -2.2164 -1.7161 -0.7282
H -1.1853 -1.5950 0.7016
*
```

Calculated values
Structure (SMILES): [H]/N=C(/C)C#N.C=CC.O
Largest force on an atom: 3.69 eV/A
Relative energy (zero: lowest compared OMol25 entry of this formula, charge and spin): 53.9 kcal/mol
M: 128.17 g mol⁻¹
HOMO-LUMO gap: 10.40 eV

***

- Which value of M does entry 3 give?
  128.17 g mol⁻¹

***

- Which of these has the highest relative energy (zero: lowest compared OMol25 entry of this formula, charge and spin)?
  number 3

***

What did the first record say?
Computed, not measured: a cluster of 2 separate species, C6H12N2 in total, with the ωB97M-V functional and the def2-TZVPD basis.

ORCA input file:
```
! wB97M-V def2-TZVPD RIJCOSX def2/J DEFGRID3
* xyz 0 1
C 1.7832 1.4916 -1.4615
C 2.6902 0.3795 -1.9945
H 0.7530 1.2890 -1.7667
H 1.8118 1.5151 -0.3739
H 2.0428 2.4609 -1.8795
H 3.7134 0.7519 -2.0582
H 2.4344 0.1489 -3.0325
H 2.6613 -0.5330 -1.4376
C -0.0044 0.2465 2.5582
C -1.1671 -1.4870 -0.3303
C -0.6425 -0.1512 1.2624
C -1.4033 0.5738 0.4045
N -0.5335 -1.4579 0.8038
N -1.8282 -0.3031 -0.5915
H -1.4567 -2.3789 -0.8701
H -1.8568 0.0438 -1.5404
H -1.6099 1.6290 0.3547
H 0.3048 -0.6315 3.1088
H -0.7098 0.8495 3.1194
H 0.8827 0.8550 2.3708
*
```

Calculated values
Structure (SMILES): Cc1c[nH]cn1.CC
Largest force on an atom: 1.49 eV/A
Relative energy (zero: lowest compared OMol25 entry of this formula, charge and spin): 7.1 kcal/mol
M: 112.18 g mol⁻¹
HOMO-LUMO gap: 9.62 eV